The following is a DFT calculation (wB97M-V/def2-TZVPD) of a 21-piece molecular cluster, C84H147N21 overall in a non-equilibrium geometry.

Structure (XYZ):
```
252
Properties=species:S:1:pos:R:3:mulliken_charge:R:1
C 1.41377 -0.26523 -0.50360 -1.59
C -0.04271 -0.13872 -0.47107 0.25
C -0.56156 0.38124 0.86352 0.78
C -0.17000 1.69640 1.06203 -0.18
N 0.13420 2.77518 1.20965 -0.35
H 1.76264 0.76664 -0.54398 0.35
H 1.79750 -0.78720 -1.38018 0.46
H 1.84276 -0.67489 0.41087 0.32
H -0.42165 -1.15410 -0.58732 0.42
H -0.39487 0.51031 -1.27285 -0.35
H -0.30206 -0.26209 1.70429 -0.68
H -1.65026 0.36755 0.81211 0.38
C 4.50775 -4.39092 5.18187 -1.21
C 3.77904 -4.26928 3.72208 0.01
C 4.57674 -3.39875 2.71088 -0.53
C 4.55907 -1.97601 3.09534 -0.05
N 4.50730 -0.94783 3.41886 -0.16
H 4.09132 -5.24380 5.71785 0.40
H 4.60476 -3.46096 5.74211 0.16
H 5.49921 -4.78747 4.96311 0.40
H 2.72222 -4.01093 3.78914 0.21
H 3.91993 -5.24241 3.25168 0.11
H 4.15151 -3.51661 1.71419 0.33
H 5.64555 -3.60752 2.66442 0.36
C -3.09968 -6.33658 -4.92053 -1.35
C -2.17916 -5.14102 -4.81212 0.35
C -0.71236 -5.40424 -4.28280 0.40
C -0.50433 -5.95322 -2.90048 0.18
N -0.28305 -6.37521 -1.88029 -0.46
H -2.52645 -7.21200 -5.22574 0.39
H -3.86475 -6.24421 -5.69139 0.42
H -3.68777 -6.59025 -4.03854 0.07
H -2.53365 -4.37534 -4.12208 -0.34
H -2.06600 -4.78999 -5.83782 0.38
H -0.25615 -4.41443 -4.29886 -0.55
H -0.26163 -6.10294 -4.98762 0.56
C 3.95671 -7.36834 -1.04773 -1.44
C 3.08203 -6.39384 -1.89438 -0.12
C 3.63500 -5.94216 -3.25026 -0.42
C 3.02979 -4.68049 -3.60722 0.17
N 2.54068 -3.66045 -3.90768 -0.38
H 3.32489 -7.83047 -0.28921 0.34
H 4.81912 -6.89739 -0.57597 0.35
H 4.28564 -8.17514 -1.70269 0.40
H 2.73478 -5.56366 -1.27933 0.39
H 2.21826 -7.00148 -2.16416 0.05
H 3.40833 -6.65219 -4.04561 0.30
H 4.71995 -5.84065 -3.22399 0.39
C 5.98582 1.75140 -6.28242 -1.33
C 5.14070 0.41345 -6.47955 -0.31
C 5.07719 -0.49554 -5.15379 0.47
C 6.31651 -1.11961 -4.70399 -0.17
N 7.25341 -1.66794 -4.27725 -0.57
H 5.62458 2.25926 -5.38818 0.27
H 6.12483 2.41296 -7.13747 0.35
H 6.98037 1.50788 -5.90868 0.41
H 5.61400 -0.25277 -7.20084 0.43
H 4.22069 0.72872 -6.97176 0.19
H 4.36374 -1.28899 -5.37630 0.10
H 4.79362 0.07805 -4.27136 0.26
C -1.61506 -1.29124 -7.22454 -1.52
C -1.04578 -1.32371 -5.81443 1.34
C 0.36686 -1.96673 -5.73303 0.18
C 1.44376 -1.61253 -6.70564 -0.30
N 2.30438 -1.30862 -7.45253 -0.56
H -2.54308 -0.71950 -7.22598 0.39
H -1.68791 -2.24544 -7.74636 0.31
H -0.92258 -0.66611 -7.78827 0.41
H -1.75928 -1.88304 -5.20931 -0.32
H -0.92378 -0.34720 -5.34576 -0.23
H 0.25993 -3.05097 -5.76617 -0.06
H 0.82882 -1.73310 -4.77380 0.38
C 6.21487 4.04003 4.64901 -1.49
C 5.14151 3.10322 4.21670 -0.47
C 3.73183 3.38778 4.67892 0.38
C 3.45924 3.72648 6.16594 0.09
N 3.31371 3.87606 7.29502 -0.61
H 5.83723 5.06015 4.57946 0.31
H 7.10180 3.79217 4.06591 0.43
H 6.37223 3.86569 5.71341 0.35
H 5.43483 2.09012 4.49182 0.08
H 5.11512 3.15045 3.12804 0.48
H 3.21027 2.49525 4.33324 -0.04
H 3.23247 4.16858 4.10525 0.55
C 4.09495 -0.92579 6.78441 -1.41
C 3.21088 0.29992 6.37203 0.18
C 1.91337 0.69599 7.17326 1.44
C 1.84238 0.61263 8.63656 0.09
N 1.82696 0.54634 9.79645 -0.58
H 3.47911 -1.82506 6.79628 0.34
H 4.64621 -0.70082 7.69742 0.39
H 4.88203 -1.06837 6.04396 0.38
H 2.90127 0.21679 5.33024 0.19
H 3.86852 1.16857 6.40441 -0.05
H 1.12019 0.04210 6.81078 -0.65
H 1.53516 1.67851 6.89093 -0.41
C 1.38844 8.24284 6.26966 -0.93
C 0.18811 8.56372 5.38101 -0.46
C 0.47589 8.56828 3.86189 -0.70
C 0.85014 7.24651 3.36992 0.37
N 1.19740 6.22265 2.91984 -0.39
H 1.21195 8.66593 7.25857 0.36
H 2.31226 8.56878 5.79171 0.33
H 1.50621 7.17427 6.44966 0.13
H -0.18712 9.54587 5.66856 0.37
H -0.64725 7.90950 5.63052 0.33
H 1.42374 9.09707 3.76163 0.30
H -0.19493 9.05973 3.15719 0.38
C -3.65920 3.82024 -5.45235 -1.73
C -2.32372 3.36671 -4.94617 0.63
C -2.23455 3.28748 -3.50435 -0.04
C -0.94138 2.81214 -3.09088 0.08
N 0.15535 2.49914 -2.75456 -0.44
H -3.98415 4.78768 -5.06950 0.40
H -4.40786 3.13719 -5.05106 0.29
H -3.79367 3.87036 -6.53286 0.40
H -1.68873 4.14663 -5.36643 0.03
H -2.14516 2.39637 -5.40949 -0.05
H -2.98414 2.61678 -3.08438 0.21
H -2.34365 4.26986 -3.04486 0.25
C -5.28761 -6.89579 -0.98355 -0.81
C -3.80286 -7.03566 -0.83078 -0.58
C -3.19411 -5.62387 -0.72542 0.59
C -3.63733 -4.74124 0.38156 -0.27
N -3.91270 -4.04496 1.22209 -0.19
H -5.61193 -6.31556 -0.11970 0.16
H -5.78912 -7.85863 -0.88599 0.42
H -5.38702 -6.40215 -1.95027 0.12
H -3.46320 -7.55552 -1.72658 0.40
H -3.48561 -7.71507 -0.03967 0.42
H -3.08006 -5.12211 -1.68632 -0.37
H -2.11290 -5.54794 -0.61000 0.13
C -6.99050 -3.19275 -1.22578 -0.96
C -6.16210 -2.04778 -0.74872 0.39
C -6.83320 -0.69465 -0.87596 -0.25
C -7.96079 -0.37591 -0.04908 -0.06
N -8.98336 -0.11356 0.48378 -0.57
H -7.91389 -3.32572 -0.66207 0.40
H -6.45183 -4.11527 -1.00922 -0.07
H -7.10768 -3.22500 -2.30898 0.34
H -5.20599 -2.01794 -1.27128 0.20
H -5.77625 -2.16651 0.26376 -0.09
H -7.22560 -0.73710 -1.89199 0.16
H -6.18717 0.17239 -0.73813 0.47
C 6.49697 -0.29454 0.31304 -1.17
C 6.82846 -0.26703 -1.18421 -0.43
C 6.37927 1.05298 -1.98350 0.47
C 6.98549 2.23844 -1.35273 -0.02
N 7.49991 3.18629 -0.87134 -0.52
H 5.51440 0.17443 0.36512 0.28
H 7.16873 0.34941 0.88064 0.31
H 6.44025 -1.26369 0.80864 0.32
H 6.35586 -1.09546 -1.71191 0.32
H 7.89154 -0.47279 -1.30914 0.35
H 5.31777 1.23379 -1.81427 0.08
H 6.57155 0.94702 -3.05116 -0.10
C -5.47790 -1.86897 3.71968 -0.59
C -7.04827 -2.04478 3.80948 -1.12
C -7.62227 -2.57450 2.54509 0.73
C -7.35904 -3.98112 2.05360 0.25
N -7.26429 -5.11856 1.66443 -0.59
H -4.95025 -2.82242 3.69436 0.25
H -5.05942 -1.24789 4.51166 0.22
H -5.25697 -1.41044 2.75581 0.20
H -7.44166 -1.06724 4.08835 0.42
H -7.43699 -2.53848 4.70013 0.42
H -7.39277 -1.93427 1.69331 -0.79
H -8.71032 -2.51181 2.52703 0.49
C -1.11893 4.23790 7.15909 -1.45
C -0.45325 4.67325 5.86076 1.07
C -1.00439 3.72350 4.71172 0.02
C -0.19320 2.51005 4.43879 0.20
N 0.38235 1.47818 4.24590 -0.37
H -0.84755 4.95906 7.93004 0.41
H -0.71162 3.27031 7.45230 0.24
H -2.19986 4.10141 7.19168 0.37
H 0.63463 4.61928 5.90180 -0.17
H -0.67391 5.70992 5.60631 -0.41
H -1.10458 4.25041 3.76281 -0.57
H -2.06298 3.54017 4.89581 0.61
C 1.41382 4.63723 -5.61957 -0.86
C 2.31456 3.39878 -5.55319 -0.50
C 1.76555 2.08794 -6.15485 1.66
C 1.36289 2.02417 -7.56277 0.09
N 0.96780 1.99516 -8.66856 -0.67
H 0.78154 4.74855 -6.50044 0.33
H 2.04573 5.50908 -5.45025 0.42
H 0.81888 4.58337 -4.70784 -0.12
H 2.37154 3.18633 -4.48560 0.40
H 3.34029 3.75038 -5.66429 0.28
H 0.75973 1.87759 -5.79130 -0.71
H 2.34389 1.16911 -6.05802 -0.38
C -4.84978 -2.86895 -4.48520 -0.97
C -5.53975 -1.57419 -4.57160 0.47
C -4.54930 -0.36069 -4.70837 -0.79
C -3.47537 -0.22213 -3.81499 0.59
N -2.60863 -0.11850 -3.01133 -0.43
H -5.48009 -3.58624 -3.95954 0.39
H -3.94518 -2.71515 -3.89686 -0.05
H -4.63957 -3.37005 -5.43009 0.41
H -6.02683 -1.34490 -3.62382 -0.66
H -6.44028 -1.74450 -5.16164 0.42
H -5.11474 0.56911 -4.64626 0.48
H -4.17008 -0.34393 -5.73013 0.16
C -1.13942 -2.38013 3.79256 0.22
C -1.03618 -1.61479 5.12213 0.02
C -2.11516 -0.52957 5.40476 -0.51
C -2.55683 0.35075 4.28824 0.27
N -2.87051 1.10905 3.42575 -0.60
H -2.17121 -2.71764 3.69449 0.01
H -0.51691 -3.27463 3.81356 -0.11
H -0.96718 -1.77954 2.89940 -0.30
H -0.01513 -1.29835 5.33526 -0.20
H -1.13306 -2.37975 5.89256 0.54
H -1.95389 0.13125 6.25647 0.36
H -3.04522 -1.04488 5.64463 0.43
C -4.45856 5.70842 0.90043 -1.42
C -3.13336 5.23998 1.36441 -0.44
C -1.95995 5.71062 0.45043 1.54
C -1.66505 7.13135 0.44982 0.04
N -1.36641 8.27718 0.46776 -0.67
H -4.62995 6.77807 0.77976 0.31
H -5.11953 5.20146 1.60345 0.42
H -4.60818 5.30711 -0.10190 0.28
H -3.13450 4.16181 1.52458 0.37
H -3.05986 5.62153 2.38280 0.24
H -1.94792 5.40857 -0.59681 -0.47
H -1.10060 5.24020 0.92827 -0.16
C 1.34488 6.36955 -1.09452 -0.48
C 2.15070 7.45195 -1.76918 -0.60
C 1.41144 8.79704 -1.96771 -0.04
C 2.38025 9.84252 -2.36589 0.01
N 3.06094 10.68525 -2.74608 -0.43
H 0.99238 6.77517 -0.14619 -0.11
H 1.80931 5.39065 -0.97548 0.43
H 0.51808 6.29926 -1.80131 0.06
H 2.44946 7.10257 -2.75750 0.23
H 3.13382 7.67206 -1.35310 0.45
H 0.82962 9.17956 -1.12909 0.16
H 0.67370 8.73840 -2.76797 0.30
C -1.18809 -6.45520 2.78976 -1.26
C 0.29607 -5.92391 2.82073 -0.39
C 1.55310 -6.78057 2.66038 0.56
C 1.21977 -8.18680 2.59897 0.02
N 0.89828 -9.26524 2.53052 -0.46
H -1.35842 -6.62652 1.72686 0.15
H -1.91724 -5.75091 3.19027 0.40
H -1.24183 -7.42261 3.28910 0.41
H 0.33162 -5.33521 3.73739 0.20
H 0.38856 -5.10759 2.10437 0.44
H 2.31207 -6.68648 3.43705 -0.04
H 2.08128 -6.42018 1.77764 0.03
```

Properties
Net charge   0
HOMO-LUMO gap   0.3859 Eh
ΔE to the lowest compared entry with this formula, charge and spin   740.4 kJ/mol